No. 1
The following is a DFT calculation (wB97M-V/def2-TZVPD) of a cluster of 3 separate species, C16H28BClFNO10PS2 in total in a non-equilibrium geometry.

The calculation puts the electronic energy at -85880.533 eV. The calculation puts the HOMO-LUMO gap at 9.53 eV. The LUMO energy is -3.4 eV.

Geometry as ORCA input:
```
! RIJCOSX wB97M-V def2-TZVPD def2/J DEFGRID3
* xyz 1 1
C -0.3708 3.1290 2.2371
C -0.7414 2.6776 0.8077
C -0.7283 1.1758 0.6586
F -1.5969 0.7487 -0.3101
P 0.9423 0.4569 0.3021
C 2.2156 1.2421 1.3764
C 3.6555 1.1349 0.8924
C 4.6125 1.3952 2.0738
Cl 4.0063 -0.4702 0.1998
B 0.8153 -1.4279 0.8753
O 1.4679 -2.3922 0.1667
O 0.0721 -1.6022 1.9671
C 0.2347 -2.8612 2.6789
C 1.3437 0.6419 -1.4332
C 1.9897 1.7793 -1.8972
C 2.2679 1.8130 -3.2349
C 1.8991 0.7588 -4.0286
N 1.2414 -0.3324 -3.6304
C 0.9883 -0.3386 -2.3220
H -1.2087 3.5925 2.7372
H 0.3872 3.8989 2.1437
H 0.0285 2.3136 2.8274
H -0.1683 3.1966 0.0458
H -1.7710 2.9777 0.6425
H -1.0342 0.7320 1.6041
H 1.9665 2.2993 1.4267
H 2.0820 0.8382 2.3729
H 3.8489 1.9036 0.1604
H 5.0413 2.3871 2.0016
H 5.4302 0.6910 2.0649
H 4.1005 1.3001 3.0220
H 0.8481 -2.9822 -0.2787
H -0.4543 -3.5880 2.2667
H 1.2490 -3.2292 2.6294
H -0.0221 -2.6914 3.7150
H 2.2511 2.5826 -1.2320
H 2.7685 2.6566 -3.6744
H 2.1541 0.8038 -5.0770
H 0.4481 -1.1958 -1.9453
C -0.6181 -3.9264 -4.7315
C 0.0082 -3.1475 -5.8664
O -0.9191 -3.2895 -6.9477
S -2.4144 -3.3655 -6.3711
O -3.0040 -2.0805 -6.4331
O -3.0452 -4.5082 -6.9102
O -2.0172 -3.6527 -4.8376
H -0.4628 -5.0011 -4.8477
H -0.2509 -3.6087 -3.7586
H 0.9805 -3.5375 -6.1541
H 0.0967 -2.0867 -5.6225
C -4.5155 1.0485 3.5438
C -3.2405 0.2552 3.7414
O -2.4181 1.0974 4.5635
S -3.3602 1.9375 5.5705
O -3.4007 1.2646 6.8114
O -3.0188 3.3051 5.4533
O -4.7439 1.6696 4.8100
H -4.3925 1.8285 2.7884
H -5.3629 0.4208 3.2830
H -2.7338 0.0386 2.8046
H -3.4273 -0.6772 4.2783
*
```

Atomic partial charges in e from the natural (NBO) method, atoms 1 to 8:
1. C -0.619
2. C -0.467
3. C -0.020
4. F -0.338
5. P 1.146
6. C -0.712
7. C -0.196
8. C -0.619


No. 2
The following is a DFT calculation (wB97M-V/def2-TZVPD) of the molecule C4H8O2.

The calculation puts the electronic energy at -8372.036 eV. The calculation puts the HOMO-LUMO gap at 10.36 eV. The structure (SMILES) is C[C@@H](O)CC=O. The LUMO energy is 0.8 eV.

Geometry as ORCA input:
```
! RIJCOSX wB97M-V def2-TZVPD def2/J DEFGRID3
* xyz 0 1
C -1.7424 -0.2913 -0.3970
C -0.3180 0.2079 -0.3794
O -0.2681 1.3544 0.4718
C 0.6944 -0.7553 0.2410
C 1.9110 0.0745 0.5881
O 2.9493 -0.0100 -0.0220
H -2.4071 0.4840 -0.7949
H -1.8272 -1.1941 -1.0056
H -2.0370 -0.5139 0.6326
H -0.0075 0.4606 -1.4083
H -0.0430 2.1119 -0.0678
H 1.0094 -1.5590 -0.4286
H 0.2837 -1.1816 1.1656
H 1.8026 0.8118 1.4045
*
```

Atomic partial charges in e from the natural (NBO) method, atoms 1 to 8:
1. C -0.620
2. C 0.103
3. O -0.736
4. C -0.532
5. C 0.445
6. O -0.530
7. H 0.217
8. H 0.211


No. 3
The following is a DFT calculation (wB97M-V/def2-TZVPD) of a structure of composition C12H19N5O5Rh in a non-equilibrium geometry.

The calculation puts the electronic energy at -33442.971 eV. The calculation puts the HOMO-LUMO gap at 7.79 eV. The LUMO energy is -4.2 eV.

Geometry as ORCA input:
```
! RIJCOSX wB97M-V def2-TZVPD def2/J DEFGRID3
* xyz 1 1
Rh -0.5364 0.1604 0.7077
O -3.0631 3.3303 0.3091
C -2.6203 2.2306 0.1254
O -1.8183 1.6290 0.9893
C -3.0337 1.3537 -1.0445
C -3.3416 -0.0722 -0.5603
C -4.0428 -0.8700 -1.6488
C -2.8996 -1.0830 -2.6734
C -1.7190 -0.4110 -1.9798
O -2.0018 -0.6888 -0.5634
C -1.8539 1.1036 -2.0428
C -0.5885 1.8372 -1.6170
O -0.2966 2.9187 -2.0434
O 0.2062 1.1796 -0.7700
H -3.8886 1.8137 -1.5329
H -3.7628 -0.1393 0.4379
H -4.8931 -0.3274 -2.0557
H -4.4017 -1.8192 -1.2553
H -3.0975 -0.6190 -3.6375
H -2.7060 -2.1404 -2.8412
H -0.7355 -0.8027 -2.2223
H -2.1016 1.4479 -3.0441
C 4.7192 -0.1604 1.4199
N 3.4818 0.5972 1.5770
C 3.5460 2.0522 1.7209
C 2.2722 0.0170 1.5056
N 1.1615 0.6888 1.6211
N 2.2951 -1.3659 1.3021
C 1.2237 -2.2289 1.2357
N 1.5369 -3.5352 1.2129
N 0.0225 -1.7556 1.2055
H 5.5538 0.5290 1.4793
H 4.7758 -0.6474 0.4427
H 4.8479 -0.8945 2.2189
H 4.5847 2.3439 1.8294
H 3.0147 2.3765 2.6170
H 3.1304 2.5524 0.8435
H 1.3059 1.6890 1.6485
H 3.2040 -1.7743 1.1690
H 2.4462 -3.8619 1.4916
H 0.8025 -4.2208 1.1725
H -0.7287 -2.4326 1.2496
*
```

Atomic partial charges in e from the natural (NBO) method, atoms 1 to 8:
1. Rh 1.291
2. O -0.535
3. C 0.769
4. O -0.701
5. C -0.358
6. C 0.106
7. C -0.433
8. C -0.430


No. 4
The following is a DFT calculation (wB97M-V/def2-TZVPD) of the molecule C19H31N5O3.

The calculation puts the electronic energy at -33799.393 eV. The calculation puts the HOMO-LUMO gap at 9.81 eV. The structure (SMILES) is C[C@@H]1CCOC[C@H]1C(=O)N(C)CCCCC(=O)N1CCc2c(nnn2C)C1. The LUMO energy is 0.6 eV.

Geometry as ORCA input:
```
! RIJCOSX wB97M-V def2-TZVPD def2/J DEFGRID3
* xyz 0 1
C -0.5684 4.1516 1.8910
C -2.0185 3.7189 2.0598
C -2.2886 3.1981 3.4701
C -3.7053 2.6670 3.5985
O -3.9596 1.6475 2.6450
C -3.8241 2.1334 1.3279
C -2.4008 2.6312 1.0517
C -2.3580 3.1664 -0.3739
O -2.7249 4.3080 -0.6083
N -1.9581 2.3170 -1.3634
C -1.8912 2.8048 -2.7300
C -1.4798 0.9626 -1.1400
C 0.0133 0.8902 -0.8312
C 0.4818 -0.5538 -0.5920
C 1.0776 -0.7468 0.8067
C 1.4458 -2.1950 1.0477
O 0.6244 -2.9804 1.4878
N 2.7269 -2.6006 0.7488
C 2.9748 -4.0405 0.8008
C 2.4823 -4.7387 -0.4780
C 2.9269 -3.8923 -1.6218
C 3.4278 -2.6241 -1.5310
N 3.7030 -2.1672 -2.7757
N 3.3955 -3.0938 -3.6296
N 2.9210 -4.1453 -2.9454
C 2.5322 -5.3536 -3.6384
C 3.5651 -1.9032 -0.2278
H 0.1077 3.3055 2.0486
H -0.3902 4.5556 0.8936
H -0.3062 4.9226 2.6177
H -2.6675 4.5783 1.8672
H -1.5856 2.3915 3.7058
H -2.1256 3.9948 4.2009
H -3.8789 2.2207 4.5768
H -4.4291 3.4828 3.4593
H -4.0901 1.3097 0.6636
H -4.5264 2.9596 1.1499
H -1.7184 1.7897 1.1893
H -2.1403 3.8608 -2.7358
H -0.8861 2.6690 -3.1352
H -2.5976 2.2652 -3.3650
H -2.0513 0.4832 -0.3443
H -1.6931 0.3915 -2.0472
H 0.5703 1.3475 -1.6513
H 0.2154 1.5029 0.0520
H -0.3623 -1.2421 -0.6953
H 1.2059 -0.8492 -1.3547
H 1.9270 -0.0790 0.9588
H 0.3253 -0.5031 1.5582
H 4.0526 -4.1798 0.9058
H 2.4792 -4.4478 1.6763
H 2.8919 -5.7497 -0.5336
H 1.3930 -4.8208 -0.4532
H 1.6101 -5.7406 -3.2089
H 2.3717 -5.0967 -4.6812
H 3.3132 -6.1101 -3.5672
H 3.2645 -0.8645 -0.3251
H 4.5997 -1.9087 0.1249
*
```

Atomic partial charges in e from the natural (NBO) method, atoms 1 to 8:
1. C -0.603
2. C -0.216
3. C -0.424
4. C -0.064
5. O -0.526
6. C -0.057
7. C -0.337
8. C 0.703


No. 5
The following is a DFT calculation (wB97M-V/def2-TZVPD) of a structure of composition C7H11ClN2 in a non-equilibrium geometry.

The calculation puts the electronic energy at -22938.669 eV. The calculation puts the HOMO-LUMO gap at 8.52 eV. The LUMO energy is 0.7 eV.

Geometry as ORCA input:
```
! RIJCOSX wB97M-V def2-TZVPD def2/J DEFGRID3
* xyz 0 1
C 0.4369 -0.8067 1.7566
C -0.7576 -0.4224 2.2922
C 0.8193 -0.5653 0.4222
C -0.1494 0.0459 -0.3541
C -1.5040 0.3285 0.0936
C 2.2634 -0.9224 0.1328
C 0.3155 0.5076 -1.7626
N -1.6505 0.2171 1.4865
N -2.2169 1.4994 -0.3766
Cl -2.7792 -1.3425 -0.6818
H 1.2505 -0.9917 2.5994
H -0.9105 -0.6853 3.3654
H 2.2748 -1.9553 -0.2894
H 2.8123 -0.9054 1.1003
H 2.5362 -0.1308 -0.6836
H 1.1739 -0.1258 -1.8591
H 0.5788 1.5555 -1.6078
H -0.4143 0.3100 -2.6537
H -2.5231 0.4972 1.8122
H -2.1936 1.6164 -1.3693
H -3.1129 1.6921 0.1430
*
```

Atomic partial charges in e from the natural (NBO) method, atoms 1 to 8:
1. C -0.298
2. C 0.040
3. C 0.038
4. C -0.087
5. C 0.509
6. C -0.645
7. C -0.642
8. N -0.540